C33H35CaN3O2S as an isolated structure. Source: OMol25; level of theory: wB97M-V/def2-TZVPD.

ORCA input file:
```
! RIJCOSX wB97M-V def2-TZVPD def2/J DEFGRID3
* xyz 0 1
Ca -0.428 -0.575 -0.020
C -0.067 1.163 -3.538
C -0.086 -0.263 -3.053
C 1.081 -0.901 -2.651
C 1.074 -2.216 -2.208
C 2.337 -2.903 -1.765
C -0.140 -2.892 -2.158
C -1.326 -2.274 -2.530
C -2.639 -2.999 -2.415
C -1.281 -0.960 -2.984
H 0.837 1.679 -3.214
H -0.935 1.706 -3.165
H -0.104 1.193 -4.629
H 2.021 -0.358 -2.681
H 3.139 -2.183 -1.602
H 2.675 -3.604 -2.530
H 2.169 -3.462 -0.843
H -0.160 -3.902 -1.774
H -2.843 -3.570 -3.323
H -3.455 -2.293 -2.265
H -2.624 -3.697 -1.578
H -2.202 -0.452 -3.241
C 1.219 1.270 2.351
N 1.368 0.013 1.619
C 2.431 0.133 0.620
C 1.657 -1.087 2.543
C 1.385 -2.461 1.976
C 2.202 -3.504 2.410
C 1.898 -4.816 2.084
C 0.757 -5.068 1.336
C -0.017 -4.007 0.879
C 0.271 -2.659 1.140
H 2.130 1.516 2.915
H 0.392 1.185 3.058
H 1.008 2.075 1.647
H 3.402 0.354 1.087
H 2.169 0.933 -0.069
H 2.526 -0.806 0.069
H 1.006 -0.954 3.413
H 2.694 -1.009 2.907
H 3.075 -3.292 3.021
H 2.530 -5.626 2.422
H 0.478 -6.090 1.104
H -0.896 -4.257 0.289
O -2.647 -0.026 -0.133
S -2.809 1.315 -0.717
O -3.336 1.353 -2.060
N -1.393 1.988 -0.491
C -1.159 3.233 -1.070
C -2.144 4.097 -1.519
C -1.854 5.361 -2.055
C -0.569 5.803 -2.167
C 0.480 4.959 -1.744
C 1.832 5.351 -1.850
C 2.820 4.503 -1.453
C 2.446 3.243 -0.952
N 1.207 2.837 -0.831
C 0.204 3.677 -1.202
C -4.012 2.110 0.318
C -3.645 2.509 1.595
C -4.587 3.116 2.409
C -5.879 3.320 1.942
C -6.234 2.922 0.661
C -5.296 2.316 -0.162
H -3.178 3.793 -1.459
H -2.674 5.989 -2.381
H -0.339 6.778 -2.578
H 2.061 6.330 -2.255
H 3.865 4.773 -1.519
H 3.218 2.548 -0.635
H -2.627 2.355 1.930
H -4.317 3.436 3.407
H -6.612 3.797 2.579
H -7.241 3.088 0.302
H -5.540 2.007 -1.169
*
```

Summary:
Highest occupied orbital energy ... -7.5555 eV
ΔE to the lowest compared entry with this formula, charge and spin ... 15.1 kcal/mol
Gap between HOMO and LUMO ... 7.8 eV



An isolated ion of composition C7H10N2 and charge +2 at a distorted geometry. Source: OMol25; level of theory: wB97M-V/def2-TZVPD.

ORCA input file:
```
! RIJCOSX wB97M-V def2-TZVPD def2/J DEFGRID3
* xyz 2 1
C -1.819 0.544 -0.688
C 2.232 -0.789 0.041
C 1.173 -0.599 1.033
C 1.260 1.392 -0.380
C -3.109 -0.063 -0.256
C 1.530 0.085 -0.909
C -2.751 -0.692 0.869
N -0.931 0.046 0.087
N 0.373 0.231 0.111
H -1.870 1.273 -1.437
H 3.306 -0.583 0.281
H 2.211 -1.836 -0.313
H 0.536 -1.504 1.224
H 1.240 -0.141 1.931
H 1.682 1.953 0.391
H 0.653 2.062 -0.906
H -4.102 -0.001 -0.807
H 1.442 -0.157 -2.074
H -3.055 -1.221 1.802
*
```

Summary:
Highest occupied orbital energy ... -19.3398 eV
ΔE to the lowest compared entry with this formula, charge and spin ... 126.1 kcal/mol
Gap between HOMO and LUMO ... 8.5 eV



C24H26ClN6O5Pt as an isolated structure at a distorted geometry. Source: OMol25; level of theory: wB97M-V/def2-TZVPD.

ORCA input file:
```
! RIJCOSX wB97M-V def2-TZVPD def2/J DEFGRID3
* xyz 1 1
Pt -0.654 0.355 0.291
O 2.731 -0.387 -0.228
C 2.974 0.979 0.098
C 1.907 1.886 -0.472
N 0.538 1.951 0.143
C 0.670 2.268 1.598
C 1.016 0.963 2.375
O 1.700 1.009 3.367
O 0.517 -0.148 1.863
C -0.235 2.954 -0.666
C -1.692 2.538 -1.005
O -2.456 3.381 -1.391
O -1.946 1.243 -0.950
H 3.380 -0.906 0.259
H 3.901 1.306 -0.385
H 3.104 1.116 1.172
H 1.780 1.658 -1.529
H 2.301 2.906 -0.393
H -0.288 2.643 1.960
H 1.437 3.026 1.773
H 0.234 3.006 -1.648
H -0.182 3.948 -0.227
C -1.282 -2.495 2.515
C -2.148 -2.201 1.342
N -1.971 -1.248 0.436
C -3.007 -1.345 -0.479
C -3.806 -2.375 -0.124
N -3.256 -2.909 1.023
C -3.846 -4.014 1.762
N -5.165 -3.696 2.209
N -6.216 -4.430 1.745
N -7.291 -3.997 2.262
C -6.989 -2.940 3.098
C -7.820 -2.135 3.880
C -7.217 -1.137 4.610
C -5.824 -0.934 4.568
C -4.991 -1.719 3.803
C -5.610 -2.734 3.070
H -0.674 -1.628 2.752
H -0.615 -3.336 2.304
H -1.876 -2.764 3.388
H -3.098 -0.637 -1.283
H -4.717 -2.758 -0.548
H -3.190 -4.268 2.593
H -3.951 -4.880 1.110
H -8.888 -2.298 3.899
H -7.820 -0.487 5.229
H -5.397 -0.132 5.156
H -3.924 -1.543 3.776
Cl 2.934 -7.750 0.150
C 2.299 -6.214 -0.186
C 1.743 -5.976 -1.455
C 1.235 -4.741 -1.728
C 1.269 -3.711 -0.737
C 0.786 -2.461 -0.991
C 1.837 -3.995 0.545
C 2.347 -5.230 0.818
H 1.733 -6.772 -2.186
H 0.803 -4.523 -2.697
H 0.833 -1.680 -0.240
H 0.340 -2.207 -1.946
H 1.849 -3.208 1.291
H 2.785 -5.470 1.776
*
```

Summary:
Highest occupied orbital energy (alpha / beta) ... -11.1861 / -11.1861 eV
ΔE to the lowest compared entry with this formula, charge and spin ... 24.8 kcal/mol
Gap between HOMO and LUMO (alpha / beta) ... 5.0 / 5.0 eV



A 6-piece molecular cluster, C44H72F9NO12S overall at a distorted geometry. Source: OMol25; level of theory: wB97M-V/def2-TZVPD.

ORCA input file:
```
! RIJCOSX wB97M-V def2-TZVPD def2/J DEFGRID3
* xyz 0 1
C 0.536 4.385 6.071
C 1.601 3.382 5.567
C 1.666 3.296 4.049
C 2.210 1.938 3.575
C 1.097 0.877 3.445
C 1.543 -0.502 3.968
C 1.368 -1.681 2.986
C 1.944 -1.406 1.594
C 3.398 -1.929 1.633
O 4.142 -2.005 2.636
N 3.791 -2.298 0.334
C 2.601 -2.285 -0.533
C 2.749 -1.309 -1.705
C 3.040 0.160 -1.369
C 2.713 1.000 -2.619
C 4.493 0.442 -1.004
C 1.346 -2.188 0.393
C 0.042 -1.667 -0.260
C -0.698 -0.573 0.561
C -0.448 0.781 -0.107
C -1.046 2.045 0.504
C -2.569 2.107 0.768
F -2.838 1.542 1.969
F -3.226 1.454 -0.203
C -2.934 3.636 0.742
F -1.963 4.372 1.312
F -2.976 3.974 -0.575
S -4.573 4.238 1.506
F -5.183 4.648 0.085
F -3.953 5.694 1.601
F -4.047 3.879 2.937
F -5.297 2.842 1.361
F -5.885 4.800 2.173
C 1.107 -3.670 0.723
O -0.026 -3.882 1.532
C 0.129 -4.937 2.463
C -1.198 -5.084 3.190
H 0.182 5.039 5.280
H -0.310 3.853 6.493
H 0.947 4.995 6.871
H 2.560 3.677 5.978
H 1.353 2.409 5.986
H 0.699 3.475 3.585
H 2.372 4.055 3.711
H 2.997 1.621 4.249
H 2.642 2.097 2.588
H 0.207 1.191 3.985
H 0.820 0.843 2.399
H 0.947 -0.742 4.847
H 2.578 -0.506 4.293
H 0.314 -1.930 2.923
H 1.857 -2.550 3.411
H 2.025 -0.356 1.324
H 4.261 -3.192 0.302
H 2.595 -3.270 -1.008
H 1.882 -1.348 -2.360
H 3.592 -1.655 -2.303
H 2.414 0.565 -0.578
H 3.380 0.770 -3.442
H 2.722 2.052 -2.348
H 1.680 0.774 -2.886
H 5.181 0.077 -1.762
H 4.777 0.008 -0.051
H 4.660 1.515 -0.919
H 0.261 -1.234 -1.231
H -0.648 -2.476 -0.464
H -0.422 -0.572 1.603
H -1.764 -0.793 0.535
H -0.648 0.706 -1.170
H 0.627 0.939 -0.028
H -0.542 2.244 1.444
H -0.804 2.841 -0.188
H 0.932 -4.213 -0.211
H 1.998 -4.088 1.210
H 0.896 -4.641 3.185
H 0.386 -5.872 1.967
H -1.327 -6.077 3.605
H -1.310 -4.295 3.927
H -1.970 -4.921 2.445
O -8.551 -2.770 1.845
C -8.083 -1.704 2.124
O -6.933 -1.563 2.830
C -6.692 -0.170 3.108
C -7.481 0.583 2.048
C -8.665 -0.345 1.806
H -7.043 0.043 4.120
H -5.624 0.028 3.059
H -7.766 1.587 2.361
H -6.889 0.671 1.137
H -9.485 -0.150 2.499
H -9.025 -0.307 0.780
O 5.885 2.179 -4.023
C 5.460 2.245 -5.139
O 5.015 1.165 -5.829
C 4.667 1.546 -7.173
C 4.404 3.044 -7.108
C 5.364 3.487 -6.004
H 5.505 1.299 -7.828
H 3.796 0.978 -7.488
H 4.557 3.547 -8.060
H 3.376 3.225 -6.793
H 6.357 3.719 -6.391
H 4.981 4.325 -5.431
O -2.350 -4.386 -0.179
C -2.321 -5.561 -0.393
O -1.295 -6.358 0.016
C -1.476 -7.696 -0.477
C -2.965 -7.818 -0.763
C -3.327 -6.389 -1.166
H -0.870 -7.816 -1.378
H -1.131 -8.401 0.276
H -3.196 -8.567 -1.517
H -3.498 -8.086 0.151
H -3.175 -6.214 -2.232
H -4.338 -6.121 -0.884
O 12.061 1.518 -3.321
C 10.985 1.005 -3.425
O 9.908 1.647 -3.938
C 8.736 0.815 -3.836
C 9.268 -0.608 -3.731
C 10.590 -0.396 -2.995
H 8.171 1.115 -2.954
H 8.115 0.965 -4.714
H 8.581 -1.285 -3.228
H 9.464 -1.006 -4.728
H 10.463 -0.405 -1.912
H 11.351 -1.115 -3.286
O -9.347 0.691 -2.122
C -8.911 1.754 -1.790
O -7.774 1.889 -1.063
C -7.564 3.265 -0.709
C -8.355 4.065 -1.738
C -9.517 3.122 -2.047
H -7.933 3.415 0.310
H -6.510 3.488 -0.738
H -8.662 5.044 -1.378
H -7.749 4.211 -2.634
H -10.349 3.265 -1.356
H -9.866 3.202 -3.072
*
```

Summary:
Highest occupied orbital energy ... -9.3228 eV
SMILES ... CCCCCCC[C@H]1C(=O)N[C@H](CC(C)C)[C@@]1(CCCCC(F)(F)C(F)(F)S(F)(F)(F)(F)F)COCC.O=C1CCCO1.O=C1CCCO1.O=C1CCCO1.O=C1CCCO1.O=C1CCCO1
Gap between HOMO and LUMO ... 9.6 eV



A single C20H26N4O3S2 molecule. Source: OMol25; level of theory: wB97M-V/def2-TZVPD.

ORCA input file:
```
! RIJCOSX wB97M-V def2-TZVPD def2/J DEFGRID3
* xyz 0 1
C -1.413 -2.946 1.687
C -0.594 -3.048 0.406
C -1.440 -2.787 -0.843
N -2.054 -1.471 -0.831
C -1.346 -0.360 -1.150
N -1.801 0.848 -1.127
C -3.076 1.002 -0.739
C -3.922 -0.054 -0.408
C -5.207 0.419 -0.053
C -5.306 1.772 -0.120
S -3.844 2.553 -0.623
C -6.662 2.280 0.224
H -6.637 3.114 0.926
H -7.185 2.616 -0.676
C -7.326 1.021 0.831
H -8.371 0.939 0.540
H -7.284 1.084 1.919
C -6.501 -0.198 0.358
H -6.371 -0.945 1.139
H -6.965 -0.693 -0.499
C -3.420 -1.401 -0.458
O -4.044 -2.414 -0.223
S 0.313 -0.588 -1.693
C 0.920 1.129 -1.675
H 0.035 1.764 -1.736
C 1.645 1.440 -0.375
O 1.197 2.257 0.403
N 2.780 0.749 -0.118
C 3.496 -0.134 -1.009
H 3.699 -1.071 -0.478
C 4.829 0.515 -1.403
N 5.589 0.838 -0.214
C 6.757 0.187 0.029
O 7.208 -0.614 -0.766
C 7.473 0.530 1.317
H 8.407 -0.025 1.335
H 6.878 0.242 2.181
H 7.692 1.593 1.367
C 4.873 1.712 0.685
H 4.667 2.658 0.168
C 3.538 1.063 1.076
H 3.724 0.137 1.631
H 2.943 1.745 1.685
H 5.457 1.923 1.576
H 4.641 1.435 -1.969
H 5.428 -0.170 -2.005
H 2.912 -0.368 -1.896
H 1.554 1.261 -2.550
H -0.828 -2.884 -1.744
H -2.265 -3.503 -0.882
H -0.177 -4.052 0.314
H 0.237 -2.342 0.442
H -0.811 -3.236 2.545
H -2.285 -3.594 1.635
H -1.759 -1.926 1.845
*
```

Summary:
Highest occupied orbital energy ... -7.7989 eV
ΔE to the lowest compared entry with this formula, charge and spin ... 3.4 kcal/mol
SMILES ... CCCn1c(SCC(=O)N2CCN(C(C)=O)CC2)nc2sc3c(c2c1=O)CCC3
Gap between HOMO and LUMO ... 8.2 eV



C36H39ClCoP2 as an isolated structure at a distorted geometry. Source: OMol25; level of theory: wB97M-V/def2-TZVPD.

ORCA input file:
```
! RIJCOSX wB97M-V def2-TZVPD def2/J DEFGRID3
* xyz 0 4
Co 4.646 -3.723 0.898
C 6.578 -2.919 0.124
C 5.554 -1.975 0.228
C 4.839 -1.421 -0.981
C 3.473 -2.084 -1.252
C 3.470 -3.541 -0.906
C 4.491 -4.448 -1.187
C 5.733 -4.151 -1.965
C 6.948 -3.690 -1.093
C 3.244 -4.482 1.901
H 7.357 -2.912 0.896
H 5.542 -1.354 1.135
H 5.483 -1.518 -1.869
H 4.664 -0.350 -0.810
H 2.702 -1.611 -0.627
H 3.169 -1.899 -2.295
H 2.484 -3.962 -0.688
H 4.236 -5.502 -1.053
H 5.550 -3.394 -2.746
H 6.052 -5.074 -2.479
H 7.508 -4.583 -0.777
H 7.628 -3.120 -1.749
H 3.609 -4.937 2.839
H 2.766 -5.259 1.275
H 2.504 -3.691 2.128
P -2.106 3.144 1.414
P -4.082 0.654 0.150
C -2.654 3.034 -0.307
C -3.399 2.014 -0.816
C -2.203 4.956 1.714
C -2.125 5.920 0.704
C -2.186 7.286 1.020
C -2.324 7.697 2.349
C -2.427 6.735 3.361
C -2.389 5.376 3.052
C -0.286 2.863 1.230
C 0.126 1.554 0.900
C 1.480 1.282 0.700
C 2.426 2.314 0.820
C 2.018 3.606 1.171
C 0.666 3.878 1.397
C -5.845 0.833 -0.428
C -6.558 1.962 0.021
C -7.852 2.209 -0.437
C -8.460 1.327 -1.341
C -7.767 0.189 -1.766
C -6.474 -0.069 -1.296
C -3.550 -0.823 -0.809
C -3.567 -2.058 -0.120
C -3.218 -3.229 -0.789
C -2.832 -3.175 -2.137
C -2.790 -1.951 -2.811
C -3.132 -0.767 -2.142
H -2.311 3.815 -0.989
H -3.674 2.032 -1.876
H -2.009 5.624 -0.335
H -2.123 8.026 0.222
H -2.361 8.763 2.592
H -2.541 7.054 4.399
H -2.492 4.626 3.837
H -0.618 0.761 0.793
H 1.802 0.268 0.455
H 3.482 2.105 0.642
H 2.750 4.410 1.273
H 0.354 4.884 1.685
H -6.085 2.650 0.724
H -8.394 3.088 -0.088
H -9.467 1.527 -1.713
H -8.232 -0.507 -2.465
H -5.952 -0.970 -1.617
H -3.856 -2.082 0.934
H -3.251 -4.185 -0.263
H -2.566 -4.094 -2.663
H -2.494 -1.906 -3.861
H -3.072 0.187 -2.662
Cl 5.890 -6.466 0.863
C 5.932 -4.960 1.780
H 5.586 -5.172 2.797
H 6.983 -4.640 1.784
*
```

Summary:
Highest occupied orbital energy (alpha / beta) ... -6.4703 / -7.9370 eV
Gap between HOMO and LUMO (alpha / beta) ... 7.0 / 7.8 eV



A 2-piece molecular cluster, C6H12N overall at a distorted geometry. Source: OMol25; level of theory: wB97M-V/def2-TZVPD.

ORCA input file:
```
! RIJCOSX wB97M-V def2-TZVPD def2/J DEFGRID3
* xyz 1 1
C 0.704 1.661 -0.716
C -0.375 1.130 0.201
C 0.612 0.558 1.051
C -1.802 1.165 0.129
C 0.395 -0.476 1.900
C -1.374 -1.283 -1.722
N 1.635 0.982 0.324
H 0.665 1.164 -1.662
H 0.918 2.831 -0.785
H -2.051 0.398 -0.727
H -2.048 2.164 -0.260
H -2.301 0.896 0.958
H -0.958 -2.331 -1.885
H -0.616 -0.559 2.373
H 1.337 -1.150 2.145
H -0.925 -0.553 -2.437
H -1.021 -1.017 -0.664
H -2.484 -1.233 -1.753
H 2.638 0.923 0.346
*
```

Summary:
Highest occupied orbital energy (alpha / beta) ... -13.6070 / -13.4638 eV
ΔE to the lowest compared entry with this formula, charge and spin ... 104.0 kcal/mol
Gap between HOMO and LUMO (alpha / beta) ... 7.5 / 7.2 eV



An isolated ion of composition CH8N3Si and charge +1 at a distorted geometry. Source: OMol25; level of theory: wB97M-V/def2-TZVPD.

ORCA input file:
```
! RIJCOSX wB97M-V def2-TZVPD def2/J DEFGRID3
* xyz 1 1
C 0.956 -0.937 -0.174
N 1.182 0.427 0.216
N -0.379 -1.288 0.201
N 0.079 1.248 -0.005
Si -1.511 0.039 0.039
H 1.110 -1.019 -1.371
H 1.876 -1.481 0.301
H 1.604 0.558 1.178
H -0.778 -2.217 -0.103
H 0.154 2.218 0.689
H 0.143 1.593 -0.945
H -2.049 0.685 -1.344
H -2.387 0.174 1.318
*
```

Summary:
Highest occupied orbital energy ... -14.1252 eV
ΔE to the lowest compared entry with this formula, charge and spin ... 90.8 kcal/mol
SMILES ... C1N[NH2+][SiH2]N1
Gap between HOMO and LUMO ... 10.0 eV



A single C5H9N molecule at a distorted geometry. Source: OMol25; level of theory: wB97M-V/def2-TZVPD.

ORCA input file:
```
! RIJCOSX wB97M-V def2-TZVPD def2/J DEFGRID3
* xyz 0 1
C 0.244 -2.032 -1.164
C -0.767 -0.939 -0.708
C -0.248 -0.057 0.389
C 0.386 1.067 -0.015
N 1.002 2.039 0.770
C 0.377 2.404 1.815
H 1.052 -2.196 -0.461
H -0.396 -2.815 -1.564
H 0.789 -1.620 -2.027
H -1.182 -0.395 -1.551
H -1.672 -1.434 -0.318
H -0.240 -0.352 1.425
H 0.552 1.241 -1.070
H 0.703 3.155 2.519
H -0.598 1.932 1.961
*
```

Summary:
Highest occupied orbital energy ... -8.8715 eV
ΔE to the lowest compared entry with this formula, charge and spin ... 41.7 kcal/mol
SMILES ... C=N/C=C/CC
Gap between HOMO and LUMO ... 9.8 eV